1.
{
  "formula": "C11H13BrN",
  "method": "wB97M-V/def2-TZVPD",
  "max_force_ev_per_a": 4.95,
  "de_lowest_kcal_mol": 134.3,
  "homo_lumo_gap_ev": [6.90, 8.25],
  "total_charge": 1,
  "energy_ha": -3055.21868,
  "lumo_ev": [-5.33, -4.18],
  "symbols": ["C", "C", "C", "C", "C", "C", "C", "C", "C", "C", "C", "N", "Br", "H", "H", "H", "H", "H", "H", "H", "H", "H", "H", "H", "H", "H"],
  "coordinates": [[3.52, 2.17, 1.74], [3.21, 1.86, 0.40], [2.83, 1.66, 2.84], [1.46, 0.71, 1.31], [2.03, 1.09, 0.18], [1.67, 0.97, 2.62], [0.32, -0.01, -1.40], [-0.51, -0.38, -0.44], [1.48, 0.86, -1.26], [-1.64, -2.22, 0.30], [-2.85, -0.22, 0.03], [-1.74, -1.05, -0.58], [0.48, 0.28, 3.94], [4.40, 2.89, 1.96], [3.63, 2.21, -0.49], [3.03, 1.86, 3.85], [0.24, -0.30, -2.56], [1.34, 1.99, -1.50], [2.48, 0.56, -1.75], [-0.70, -2.60, 0.14], [-1.41, -1.79, 1.31], [-2.63, -2.81, 0.17], [-2.36, 0.63, 0.38], [-3.52, 0.02, -0.74], [-3.34, -0.67, 0.86], [-1.93, -1.44, -1.46]]
}



2.
{
  "formula": "C11H13ClOY",
  "method": "wB97M-V/def2-TZVPD",
  "max_force_ev_per_a": 2.70,
  "de_lowest_kcal_mol": 20.9,
  "homo_lumo_gap_ev": 4.58,
  "total_charge": -1,
  "energy_ha": -1000.79134,
  "lumo_ev": 1.98,
  "symbols": ["C", "C", "C", "H", "C", "C", "H", "H", "H", "H", "Y", "Cl", "C", "C", "C", "H", "C", "C", "H", "H", "H", "H", "C", "O", "H", "H", "H"],
  "coordinates": [[1.26, -2.94, 1.26], [2.12, -1.88, 0.80], [1.66, -1.47, -0.48], [3.08, -1.61, 1.26], [0.45, -2.16, -0.76], [0.18, -3.05, 0.33], [-0.69, -3.75, 0.43], [1.43, -3.59, 2.15], [2.19, -0.82, -1.19], [-0.07, -2.14, -1.72], [-0.27, -0.98, 1.66], [0.47, 0.53, 3.50], [-0.39, 3.09, -1.06], [-0.47, 2.20, -2.19], [0.83, 1.69, -2.42], [-1.35, 2.06, -2.83], [1.74, 2.29, -1.51], [0.98, 3.13, -0.64], [1.37, 3.71, 0.19], [-1.23, 3.63, -0.61], [1.13, 1.11, -3.32], [2.82, 2.16, -1.50], [-3.52, -0.23, 1.74], [-2.28, -0.60, 1.12], [-4.43, -0.49, 1.20], [-3.46, 0.86, 1.87], [-3.54, -0.76, 2.70]]
}



3.
{
  "formula": "C11H13ClS",
  "method": "wB97M-V/def2-TZVPD",
  "max_force_ev_per_a": 3.68,
  "de_lowest_kcal_mol": 30.5,
  "homo_lumo_gap_ev": 8.53,
  "energy_ha": -1285.15741,
  "lumo_ev": -0.27,
  "symbols": ["C", "C", "C", "C", "C", "C", "C", "C", "C", "C", "C", "S", "Cl", "H", "H", "H", "H", "H", "H", "H", "H", "H", "H", "H", "H", "H"],
  "coordinates": [[0.13, -4.19, 2.21], [-0.98, -3.56, 1.62], [1.38, -3.63, 2.23], [-0.80, -2.34, 0.99], [1.56, -2.40, 1.56], [0.51, -1.79, 0.96], [-0.18, 3.03, -0.63], [-0.79, 3.23, -1.75], [0.79, -0.32, -1.57], [0.77, 4.06, -0.11], [-1.60, 2.19, -2.44], [1.11, -0.31, 0.03], [-0.18, -1.74, -2.08], [0.07, -5.19, 2.51], [-1.97, -3.82, 1.70], [2.30, -4.07, 2.45], [-1.77, -1.87, 0.86], [2.51, -2.01, 1.60], [-0.30, 2.08, -0.06], [-0.56, 4.08, -2.36], [1.71, 3.53, -0.20], [0.62, 4.22, 0.98], [0.92, 5.13, -0.56], [-2.24, 2.52, -3.27], [-2.24, 1.61, -1.73], [-0.77, 1.55, -2.93]]
}



4.
{
  "formula": "C11H13N2O2",
  "method": "wB97M-V/def2-TZVPD",
  "max_force_ev_per_a": 5.80,
  "de_lowest_kcal_mol": 156.3,
  "homo_lumo_gap_ev": [5.30, 6.32],
  "s2": 2.077,
  "total_charge": 1,
  "energy_ha": -686.30692,
  "lumo_ev": [-3.96, -6.96],
  "spin_multiplicity": 3,
  "symbols": ["C", "C", "C", "C", "C", "C", "C", "C", "C", "C", "C", "N", "N", "O", "O", "H", "H", "H", "H", "H", "H", "H", "H", "H", "H", "H", "H", "H"],
  "coordinates": [[1.70, 2.85, -0.15], [0.36, 2.69, 0.09], [2.54, 1.72, 0.05], [-0.33, 1.48, 0.14], [0.53, 0.42, 0.02], [1.90, 0.45, 0.10], [-2.56, 2.33, -0.41], [-1.04, -1.25, -1.64], [-1.74, 1.39, 0.10], [-0.41, -1.48, -0.54], [-0.94, -2.72, 1.52], [2.68, -0.77, 0.17], [-0.29, -2.73, 0.20], [3.88, -0.64, -0.02], [2.13, -1.79, 0.53], [2.21, 3.83, -0.34], [-0.33, 3.47, -0.11], [3.58, 1.75, 0.25], [-3.61, 2.38, -0.48], [-2.02, 3.01, -1.15], [-1.63, -2.01, -2.07], [-1.01, -0.26, -2.08], [-2.33, 0.50, 0.31], [-0.93, -3.79, 1.82], [-0.39, -2.11, 2.25], [-2.02, -2.34, 1.48], [-0.61, -3.51, -0.36], [0.69, -2.88, 0.31]]
}